(1)
{"formula": "C24H23CdN4STe", "method": "ωB97M-V/def2-TZVPD", "charge": -1, "mol_weight_g_mol": 639.6, "de_lowest_ev": 0.543, "gap_ev": 4.4, "elements": ["Cd", "N", "C", "S", "N", "N", "C", "C", "C", "C", "C", "C", "N", "H", "H", "H", "H", "H", "H", "H", "C", "Te", "C", "H", "H", "H", "H", "H", "H", "C", "C", "C", "C", "C", "C", "C", "C", "C", "C", "C", "C", "C", "C", "C", "H", "H", "H", "H", "H", "H", "H", "H", "H", "H"], "coordinates": [[0.8394, -0.1949, 2.4319], [1.1897, -0.7790, 6.8691], [1.0626, -0.2405, 5.6154], [2.4156, -0.4055, 4.5508], [-0.0620, 0.4219, 5.4292], [-0.2280, 0.8685, 4.1659], [-1.0155, 1.8393, 3.9616], [-1.2595, 2.3056, 2.5818], [-2.0881, 3.3871, 2.3318], [-2.3048, 3.7772, 1.0182], [-1.7019, 3.0679, -0.0033], [-0.8780, 2.0041, 0.3372], [-0.6525, 1.6496, 1.5952], [1.8676, -1.5180, 6.9413], [0.3182, -0.9219, 7.3560], [-1.5040, 2.3347, 4.7969], [-2.5570, 3.9042, 3.1606], [-2.9486, 4.6180, 0.7945], [-1.8683, 3.3186, -1.0418], [-0.3895, 1.3982, -0.4198], [4.4600, 1.1426, -1.5058], [2.7594, 0.5809, -0.3258], [3.9360, -0.8427, 0.7465], [4.7456, 0.2965, -2.1292], [5.2896, 1.4366, -0.8629], [4.1765, 1.9808, -2.1426], [4.9224, -0.4125, 0.9144], [4.0109, -1.7667, 0.1769], [3.4622, -1.0503, 1.7016], [0.3991, -1.6542, 1.0301], [-0.1136, -1.5956, -0.1010], [-0.6638, -1.4940, -1.3821], [0.2275, -1.7014, -2.5166], [0.0249, -1.1260, -3.7910], [0.9389, -1.2880, -4.8225], [2.1045, -2.0254, -4.6434], [2.3326, -2.5930, -3.3912], [1.4231, -2.4384, -2.3599], [-2.0560, -1.0800, -1.4862], [-2.8541, -1.3258, -2.6278], [-4.1754, -0.9104, -2.7044], [-4.7819, -0.2403, -1.6471], [-4.0331, -0.0315, -0.4909], [-2.7130, -0.4429, -0.4074], [-0.8476, -0.5073, -3.9579], [0.7461, -0.8154, -5.7807], [2.8188, -2.1453, -5.4495], [3.2409, -3.1626, -3.2189], [1.6167, -2.8934, -1.3950], [-2.4305, -1.8837, -3.4533], [-4.7498, -1.1310, -3.5993], [-5.8067, 0.1050, -1.7181], [-4.4923, 0.4570, 0.3630], [-2.1533, -0.2769, 0.5055]]}



(2)
{"formula": "C24H23ClInOP", "method": "ωB97M-V/def2-TZVPD", "mol_weight_g_mol": 508.7, "de_lowest_ev": 0.000, "gap_ev": 8.0, "elements": ["C", "C", "C", "H", "C", "C", "H", "H", "H", "H", "In", "Cl", "P", "C", "C", "H", "C", "H", "C", "H", "C", "H", "C", "H", "C", "C", "H", "C", "H", "C", "H", "C", "H", "C", "H", "C", "C", "H", "C", "H", "C", "H", "C", "H", "C", "H", "C", "O", "H", "H", "H"], "coordinates": [[3.8278, -1.5545, -0.7726], [3.3817, -0.3936, -0.2087], [2.6613, -0.6936, 1.0130], [3.5227, 0.6148, -0.5928], [2.6883, -2.0430, 1.2303], [3.4807, -2.7220, 0.1519], [4.4016, -3.1293, 0.6001], [4.3578, -1.7058, -1.7103], [2.1801, 0.0552, 1.6441], [2.2138, -2.6123, 2.0229], [0.5364, -4.4149, -0.4028], [0.0174, -3.7822, 1.8454], [-0.8087, 0.4300, -0.1140], [-0.8381, 0.9997, 1.6066], [-0.8556, 2.3539, 1.9875], [-0.8954, 3.1405, 1.2309], [-0.8185, 2.6915, 3.3422], [-0.8243, 3.7436, 3.6333], [-0.7745, 1.6895, 4.3188], [-0.7513, 1.9588, 5.3762], [-0.7662, 0.3407, 3.9402], [-0.7422, -0.4440, 4.6981], [-0.7830, -0.0103, 2.5931], [-0.7459, -1.0586, 2.2812], [-0.3173, 1.8750, -1.1004], [0.8926, 2.5337, -0.7794], [1.4264, 2.2780, 0.1392], [1.4046, 3.5072, -1.6358], [2.3354, 4.0141, -1.3769], [0.7343, 3.8350, -2.8223], [1.1399, 4.5967, -3.4895], [-0.4601, 3.1792, -3.1438], [-0.9880, 3.4310, -4.0666], [-0.9829, 2.1997, -2.3008], [-1.9098, 1.6832, -2.5589], [-2.5406, 0.0605, -0.5146], [-3.6254, 0.7184, 0.0892], [-3.4495, 1.5147, 0.8155], [-4.9292, 0.3440, -0.2423], [-5.7715, 0.8583, 0.2256], [-5.1577, -0.6872, -1.1625], [-6.1801, -0.9734, -1.4175], [-4.0745, -1.3544, -1.7532], [-4.2512, -2.1580, -2.4707], [-2.7689, -0.9961, -1.4251], [-1.9138, -1.5151, -1.8654], [3.5809, -4.5040, -1.4164], [2.8018, -3.8014, -0.4716], [3.6655, -5.5482, -1.0789], [4.5895, -4.0729, -1.4919], [3.0841, -4.4725, -2.3997]]}



(3)
{"formula": "C24H23F2N3O4S", "method": "ωB97M-V/def2-TZVPD", "mol_weight_g_mol": 487.5, "de_lowest_ev": 0.129, "smiles": "Cc1ccc(S(=O)(=O)N(C)Cc2ccc(C(=O)N/N=C/c3ccc(OC(F)F)cc3)cc2)cc1", "gap_ev": 8.6, "elements": ["C", "C", "C", "C", "C", "S", "O", "O", "N", "C", "C", "C", "C", "C", "C", "C", "O", "N", "N", "C", "C", "C", "C", "C", "O", "C", "F", "F", "C", "C", "C", "C", "C", "C", "H", "H", "H", "H", "H", "H", "H", "H", "H", "H", "H", "H", "H", "H", "H", "H", "H", "H", "H", "H", "H", "H", "H"], "coordinates": [[-0.3895, -1.6013, 3.6085], [0.6084, -1.3560, 2.5203], [0.1899, -1.1641, 1.2084], [1.1056, -0.8660, 0.2156], [2.4434, -0.7642, 0.5353], [3.6261, -0.3459, -0.7353], [4.5867, -1.4074, -0.8283], [2.9167, 0.0301, -1.9286], [4.4153, 0.9972, -0.0648], [5.8353, 1.0581, -0.3343], [3.6973, 2.2344, -0.3265], [2.3836, 2.2246, 0.4001], [1.1790, 2.3307, -0.2806], [-0.0252, 2.2666, 0.3969], [-0.0391, 2.0832, 1.7757], [-1.2763, 1.9818, 2.5836], [-1.3516, 2.3436, 3.7419], [-2.3877, 1.4261, 1.9968], [-2.4040, 0.8341, 0.8030], [-3.4695, 0.2908, 0.3658], [-3.4864, -0.3632, -0.9246], [-2.3355, -0.4129, -1.7196], [-2.3589, -1.0427, -2.9420], [-3.5353, -1.6340, -3.3961], [-3.4408, -2.2431, -4.6499], [-4.4956, -2.8448, -5.2026], [-5.5504, -2.0111, -5.3945], [-4.9884, -3.8635, -4.4520], [-4.6863, -1.5936, -2.6255], [-4.6534, -0.9600, -1.3961], [1.1710, 2.0257, 2.4660], [2.3671, 2.0942, 1.7852], [2.8886, -0.9928, 1.8225], [1.9681, -1.2840, 2.8122], [0.0228, -2.2466, 4.3803], [-1.2949, -2.0540, 3.2120], [-0.6598, -0.6526, 4.0739], [-0.8587, -1.2337, 0.9618], [0.8050, -0.7034, -0.8067], [6.2149, 0.0401, -0.3015], [6.0538, 1.4859, -1.3190], [6.3217, 1.6575, 0.4366], [3.5341, 2.3624, -1.4048], [4.3167, 3.0592, 0.0397], [1.1856, 2.4497, -1.3536], [-0.9510, 2.3622, -0.1468], [-3.2253, 1.4032, 2.5886], [-4.4020, 0.2933, 0.9433], [-1.4335, 0.0517, -1.3559], [-1.4805, -1.0916, -3.5646], [-4.1979, -3.2524, -6.1813], [-5.6074, -2.0437, -2.9589], [-5.5517, -0.9303, -0.7972], [1.1498, 1.9209, 3.5402], [3.3023, 2.0346, 2.3207], [3.9445, -0.9319, 2.0314], [2.3030, -1.4511, 3.8253]]}



(4)
{"formula": "C24H23F4OSi", "method": "ωB97M-V/def2-TZVPD", "charge": 1, "mol_weight_g_mol": 431.5, "de_lowest_ev": 3.947, "gap_ev": 7.8, "elements": ["C", "Si", "C", "C", "C", "C", "O", "C", "C", "C", "C", "C", "C", "H", "H", "H", "H", "H", "H", "H", "H", "H", "H", "H", "H", "H", "H", "H", "H", "F", "C", "C", "C", "F", "C", "C", "C", "C", "C", "C", "F", "C", "C", "F", "C", "C", "H", "H", "H", "H", "H", "H", "H"], "coordinates": [[-0.1702, -1.2634, 3.3425], [0.9960, -1.9662, 2.0462], [2.6953, -1.1863, 2.0727], [1.1397, -3.8213, 2.2476], [0.2788, -1.5882, 0.2707], [-0.2626, -0.3738, -0.0464], [0.0582, -2.8040, -0.3509], [-0.0565, -2.7776, -1.7409], [0.7975, -2.0220, -2.5445], [0.6174, -2.1181, -3.9364], [-0.3959, -2.9241, -4.4622], [-1.2239, -3.6701, -3.6216], [-1.0040, -3.6565, -2.2433], [0.2196, -1.5376, 4.3380], [-0.2757, -0.1673, 3.3257], [-1.1728, -1.7103, 3.2384], [3.0310, -1.0246, 3.1087], [3.4107, -1.8601, 1.5761], [2.7217, -0.2204, 1.5518], [1.4653, -4.0643, 3.2699], [0.1808, -4.3242, 2.0685], [1.8787, -4.2396, 1.5519], [-0.6069, -0.0267, -1.0696], [-0.8609, -0.0362, 0.9206], [1.6211, -1.4332, -2.1169], [1.2756, -1.5533, -4.6021], [-0.5449, -2.9847, -5.5442], [-2.0394, -4.2767, -4.0097], [-1.5369, -4.3089, -1.5519], [3.0836, 3.8250, -1.3392], [2.5040, 3.2200, -0.2400], [3.2645, 3.0946, 0.9181], [2.6144, 2.5173, 2.0118], [3.3111, 2.3617, 3.1921], [1.2954, 2.0737, 1.9493], [0.5885, 2.0875, 0.7418], [-0.7301, 1.3585, 0.7328], [-1.8285, 2.0297, -0.0602], [-2.9990, 2.3674, 0.6345], [-4.0474, 3.0013, -0.0258], [-5.1902, 3.2941, 0.6853], [-3.9739, 3.3484, -1.3756], [-2.8077, 2.9962, -2.0474], [-2.6847, 3.3330, -3.3799], [-1.7333, 2.3376, -1.4225], [1.1701, 2.7737, -0.3390], [4.2985, 3.4338, 0.9775], [0.7827, 1.7672, 2.8773], [-1.0899, 1.4003, 1.7906], [-3.0469, 2.2261, 1.7255], [-4.7958, 3.8638, -1.8663], [-0.8170, 2.1764, -2.0002], [0.5950, 3.0522, -1.2292]]}